C48H62N4O38S6 | ωB97M-V with the def2-TZVPD basis set

Element x y z (Å)
1 H -28.69341 -1.54440 18.80386
2 H -24.38723 -4.01202 31.62563
3 H -22.64598 -5.35755 32.75670
4 H -23.14263 -0.75820 28.55996
5 H -17.26823 -1.52894 28.20639
6 H -22.59444 -6.04736 26.36746
7 O -27.02221 6.35336 27.46532
8 H -21.91040 2.56883 26.29353
9 C -29.21264 -1.78998 29.73459
10 C -18.38477 -2.89535 26.97638
11 O -22.52524 -0.69130 32.76306
12 H -27.15065 -0.95755 29.72517
13 C -16.06937 -2.38901 26.68428
14 H -15.11852 -2.06044 27.08462
15 C -27.28138 3.91594 26.29536
16 O -19.73465 0.66612 23.39443
17 C -27.49656 2.69399 25.65915
18 C -24.15370 -7.57608 25.74714
19 O -21.58024 -0.46231 22.31024
20 C -19.66111 -1.75595 31.37548
21 C -29.46626 -6.83260 26.30496
22 C -28.61986 0.40160 28.96041
23 H -19.13931 -2.32537 30.61078
24 C -22.27064 -0.93234 25.41004
25 H -29.93604 -2.00388 30.51465
26 C -23.00285 0.27727 24.80685
27 C -17.15352 -3.99249 25.27242
28 H -25.18422 -2.60546 34.07405
29 C -26.78272 -0.56613 18.73737
30 H -28.73934 -2.74377 29.47931
31 H -15.09065 -3.50302 25.10911
32 C -26.06238 -2.79447 33.44879
33 H -18.54786 -1.49430 33.14768
34 C -24.99986 -1.49950 27.71271
35 N -19.67452 -2.61860 27.61512
36 H -26.94599 3.59948 29.47242
37 H -25.86388 -4.76435 27.69738
38 H -20.61517 3.90362 24.96068
39 H -30.49923 -6.62245 26.60067
40 S -25.37507 1.83219 31.80128
41 C -22.92546 -7.07298 26.50084
42 H -22.12243 3.93498 27.38008
43 H -23.56735 0.81504 25.56816
44 H -26.02415 2.20471 28.79247
45 H -24.31284 2.98595 25.63914
46 O -22.24934 4.89847 24.35282
47 C -22.84476 -7.44625 32.24281
48 H -24.81496 0.30596 18.92727
49 H -22.27110 -2.82919 29.00047
50 O -25.10734 0.44561 31.88915
51 C -25.72679 -2.63843 27.43939
52 C -21.38713 4.50131 25.44706
53 H -26.38856 4.50335 26.12305
54 O -28.47104 -4.90531 27.00741
55 H -29.45126 -7.91519 26.18509
56 H -22.50488 -8.41220 32.61721
57 H -23.92230 -7.31989 32.32028
58 O -28.02757 -0.73007 23.42880
59 H -30.27206 4.19759 27.87284
60 O -29.42918 -0.23022 27.96027
61 N -27.00649 -0.33635 22.90198
62 H -30.71672 2.18940 26.51446
63 C -25.72135 -0.00782 19.42360
64 O -25.98445 -4.94098 32.48731
65 O -26.35367 -0.15163 26.42284
66 H -22.08654 -7.75283 26.34246
67 C -29.52566 3.84145 27.17841
68 O -20.88455 -6.19236 32.26872
69 O -19.81150 -1.52850 28.15457
70 O -21.05766 -1.02768 24.64880
71 C -23.54013 4.56509 24.56570
72 H -24.21723 4.50047 26.56371
73 H -22.92742 -1.79934 25.38460
74 C -22.24994 3.59816 26.34958
75 H -27.80554 0.92623 28.46273
76 C -26.39615 -4.26587 33.60791
77 S -28.62487 -4.62056 25.42216
78 O -26.79521 -4.85082 34.56838
79 H -25.71938 -4.26952 30.50145
80 H -24.92412 -6.80303 25.74391
81 H -22.02321 -0.69521 26.44342
82 H -20.94525 5.41290 25.83992
83 H -19.42438 -0.70881 31.17045
84 O -24.44783 -8.74552 26.52091
85 S -24.46407 -8.31834 28.05931
86 H -26.69091 -0.58583 17.65607
87 C -25.79880 0.08787 20.80963
88 H -23.77325 0.00537 24.08129
89 C -22.15298 -6.30127 32.98433
90 C -18.35591 -3.79402 25.92603
91 C -27.98399 -0.97370 20.75574
92 O -30.54103 -2.13382 27.71981
93 H -26.83669 -2.22168 33.96271
94 C -28.31149 4.49752 26.99969
95 C -25.47563 -4.00046 31.52654
96 H -26.61107 -2.65835 26.81473
97 H -24.99729 4.39898 30.70685
98 O -25.58855 2.63805 32.93980
99 O -20.04620 -6.99361 30.17658
100 O -26.58099 2.07935 30.77493
101 S -21.00746 0.06048 23.49046
102 O -20.57516 -3.40542 27.41827
103 H -27.42354 -6.64070 26.95746
104 H -27.06731 -2.55572 31.67861
105 H -26.66688 2.28471 25.09826
106 S -21.83358 -1.91136 32.62427
107 C -28.42165 -6.30255 27.25031
108 C -28.17780 -0.68899 29.95605
109 H -19.20604 -4.34376 25.55386
110 H -24.22465 3.74335 29.24497
111 C -29.85414 -1.43675 28.40028
112 O -21.06970 -1.94711 31.22886
113 H -17.01678 -4.80420 24.56860
114 C -26.90503 -0.44104 21.43657
115 C -16.01151 -3.29592 25.63613
116 H -28.63740 -6.59846 28.27333
117 O -22.53599 -3.12315 32.80113
118 H -28.79866 -1.44314 21.28637
119 O -24.24448 2.47188 30.87330
120 N -28.09085 5.79530 27.64937
121 C -25.24998 -3.87895 27.81201
122 O -27.34691 -4.51762 24.82770
123 O -21.68462 -5.17496 30.08164
124 O -28.99034 6.23339 28.33679
125 O -24.76574 0.77367 27.55512
126 O -29.59635 -3.62283 25.25789
127 H -25.56550 -1.76271 31.47496
128 H -23.55929 -4.98977 28.61068
129 C -23.23484 -2.87617 28.51786
130 H -25.00205 0.50385 21.40945
131 N -25.42037 -0.21030 27.19366
132 C -28.73606 2.08580 25.71926
133 H -18.98303 -3.18884 32.84893
134 O -25.66845 -7.64109 28.40022
135 C -26.15564 2.87110 29.63953
136 C -24.85665 3.50524 30.09796
137 H -28.26811 -0.23902 30.94189
138 C -23.98291 -4.03081 28.35071
139 O -24.07276 -9.42530 28.84261
140 H -23.93073 -7.93629 24.74841
141 O -21.98163 1.08912 24.24440
142 O -20.52395 -1.92131 33.54995
143 O -23.35180 -7.18263 27.88021
144 O -22.38876 -7.33508 30.89764
145 C -27.90977 -1.07818 19.38212
146 O -24.39392 4.81335 23.76666
147 C -26.00197 -2.64171 31.93927
148 O -26.06367 0.13942 23.50335
149 C -23.76596 -1.60725 28.32051
150 C -29.75458 2.68095 26.46268
151 S -21.15922 -6.31659 30.72029
152 H -28.93047 1.17252 25.17231
153 C -23.67410 3.83177 25.89338
154 H -21.94181 -6.48508 34.02836
155 C -17.26290 -2.22753 27.37972
156 O -29.21234 -6.08307 25.11650
157 H -29.20573 1.19794 29.43064
158 C -19.34265 -2.16074 32.81675

E_HOMO = -9.774 eV
Net charge = 0
Relative energy (zero: lowest compared OMol25 entry of this formula, charge and spin) = 0.00 kJ/mol
Kohn-Sham gap = 8.68 eV